DFT (wB97M-V/def2-TZVPD) results for 2 unconnected molecules or ions with the total composition C4H12 at a distorted geometry.

Output
DFT total energy = -4342.156 eV
total charge = 0
SMILES = CC.CC

Last column: natural (NBO) charge in e.
Element x y z (Å)
C1 -1.529 0.235 1.469  -0.604
C2 -0.597 0.542 2.648  -0.601
H1 -2.564 0.058 1.744  0.204
H2 -1.505 1.053 0.745  0.199
H3 -1.071 -0.617 0.960  0.200
H4 -0.946 1.377 3.252  0.201
H5 0.386 0.763 2.232  0.200
H6 -0.496 -0.333 3.290  0.200
C3 0.661 0.067 -2.538  -0.610
C4 1.461 -0.877 -1.595  -0.604
H7 0.779 1.007 -1.986  0.197
H8 0.972 0.215 -3.564  0.205
H9 -0.418 -0.067 -2.467  0.203
H10 1.153 -1.915 -1.685  0.203
H11 1.086 -0.571 -0.616  0.197
H12 2.519 -0.653 -1.651  0.208

DFT (wB97M-V/def2-TZVPD) results for a molecular structure, C24H28I3N2OTc at a distorted geometry.

Output
⟨S²⟩ = 0.759
DFT total energy = -56864.645 eV
total charge = +1
multiplicity = 2

Last column: Mulliken spin population.
Element x y z (Å)
Tc1 0.155 -0.848 0.377  1.045
C1 2.039 0.781 1.192  0.021
C2 2.016 1.569 0.065  -0.023
C3 0.667 1.901 -0.240  0.021
C4 -0.175 1.404 0.760  -0.142
C5 0.659 0.672 1.710  0.106
C6 0.455 0.841 3.197  0.017
C7 -1.583 1.872 1.016  0.006
C8 0.268 2.732 -1.414  -0.010
C9 3.196 2.097 -0.680  0.006
C10 3.259 0.189 1.817  0.000
H1 1.016 0.101 3.771  0.001
H2 -0.596 0.774 3.474  0.001
H3 0.814 1.829 3.495  -0.002
H4 -2.116 2.112 0.094  0.000
H5 -1.570 2.792 1.606  -0.002
H6 -2.166 1.143 1.576  -0.003
H7 0.382 2.167 -2.343  0.003
H8 0.924 3.601 -1.490  0.001
H9 -0.759 3.081 -1.345  0.000
H10 3.058 2.030 -1.758  0.000
H11 4.109 1.570 -0.417  0.000
H12 3.333 3.154 -0.430  0.000
H13 3.023 -0.387 2.710  -0.001
H14 3.957 0.981 2.099  -0.001
H15 3.773 -0.470 1.114  0.000
I1 0.256 1.781 -6.697  0.000
C11 0.587 0.743 -4.916  -0.002
C12 1.887 0.528 -4.470  0.001
C13 2.106 -0.132 -3.273  0.000
I2 4.033 -0.701 -2.712  0.001
C14 1.033 -0.540 -2.470  0.021
O1 1.233 -1.064 -1.272  0.054
C15 -0.255 -0.438 -3.009  -0.031
C16 -1.322 -1.216 -2.319  0.026
N1 -1.547 -0.791 -0.911  -0.063
C17 -2.756 -1.457 -0.384  -0.045
C18 -2.745 -1.528 1.116  0.039
C19 -3.890 -1.811 1.835  0.004
C20 -3.797 -2.002 3.204  0.002
C21 -2.547 -1.916 3.800  0.002
C22 -1.454 -1.611 3.015  0.012
N2 -1.543 -1.386 1.698  -0.059
C23 -0.481 0.214 -4.211  -0.003
H16 2.727 0.858 -5.066  0.000
H17 -1.033 -2.269 -2.281  0.001
H18 -2.265 -1.138 -2.865  0.003
H19 -1.712 0.214 -0.927  0.009
H20 -2.765 -2.478 -0.775  0.002
H21 -3.653 -0.958 -0.753  -0.002
H22 -4.839 -1.899 1.322  0.000
H23 -4.677 -2.230 3.790  0.000
H24 -2.415 -2.082 4.859  0.000
H25 -0.469 -1.540 3.449  -0.002
H26 -1.485 0.288 -4.609  0.000
I3 2.748 -3.385 0.472  0.011
C24 1.072 -2.435 1.411  -0.046
H27 0.369 -3.238 1.626  0.012
H28 1.458 -2.072 2.367  0.011

DFT (wB97M-V/def2-TZVPD) results for 2 unconnected molecules or ions with the total composition CH4O4Si at a distorted geometry.

Output
DFT total energy = -17171.022 eV
total charge = 0

Last column: natural (NBO) charge in e.
Element x y z (Å)
C1 2.335 0.359 -0.902  0.649
O1 3.419 0.593 -1.331  -0.560
O2 -0.884 -0.142 -0.007  -1.176
O3 -0.549 -1.409 2.177  -1.152
O4 1.257 0.168 -1.649  -0.697
Si1 -0.781 0.094 1.669  1.328
H1 2.133 0.300 0.194  0.067
H2 -1.357 0.479 -0.552  0.512
H3 -0.555 -2.207 1.644  0.519
H4 0.472 -0.082 -1.105  0.509

DFT (wB97M-V/def2-TZVPD) results for a gas-phase ion, C4H6NO3 (charge -1) at a distorted geometry.

Output
DFT total energy = -11879.151 eV
total charge = -1
SMILES = N[C@H](CC=O)C(=O)[O-]

Last column: natural (NBO) charge in e.
Element x y z (Å)
N1 0.149 -0.733 -1.698  -0.851
C1 0.348 -0.310 -0.258  -0.160
C2 -0.953 0.285 0.244  -0.546
C3 -1.270 -0.033 1.683  0.459
O1 -1.904 0.686 2.427  -0.566
C4 1.577 0.717 -0.137  0.752
O2 1.286 1.898 -0.386  -0.773
O3 2.669 0.145 0.073  -0.775
H1 0.647 -1.596 -1.825  0.346
H2 0.621 -0.033 -2.269  0.360
H3 0.560 -1.241 0.272  0.170
H4 -1.803 -0.131 -0.312  0.227
H5 -0.941 1.356 0.051  0.263
H6 -0.987 -1.010 2.136  0.092

DFT (wB97M-V/def2-TZVPD) results for a molecular structure, C23H16ClN5O5Rh at a distorted geometry.

Output
DFT total energy = -57325.214 eV
total charge = +1

Last column: natural (NBO) charge in e.
Element x y z (Å)
Rh1 -1.101 1.000 -0.070  1.176
O1 -0.046 0.628 -3.889  -0.550
C1 -0.214 0.971 -2.746  0.646
N1 -1.012 0.332 -1.831  -0.588
C2 -1.807 -0.827 -2.199  -0.283
C3 -2.568 -1.282 -0.980  0.243
C4 -3.404 -2.386 -0.992  -0.227
C5 -4.081 -2.734 0.164  -0.112
C6 -3.921 -1.969 1.311  -0.237
C7 -3.079 -0.879 1.264  0.076
N2 -2.415 -0.555 0.147  -0.450
C8 0.461 2.199 -2.132  0.101
C9 1.277 3.026 -2.860  -0.191
C10 1.838 4.132 -2.216  -0.117
C11 1.557 4.351 -0.880  -0.222
C12 0.721 3.465 -0.207  0.077
N3 0.194 2.416 -0.829  -0.438
H1 -1.170 -1.629 -2.588  0.242
H2 -2.496 -0.562 -3.004  0.249
H3 -3.520 -2.956 -1.903  0.244
H4 -4.734 -3.596 0.169  0.243
H5 -4.439 -2.207 2.228  0.251
H6 -2.924 -0.230 2.115  0.232
H7 1.454 2.801 -3.903  0.265
H8 2.482 4.811 -2.758  0.246
H9 1.967 5.200 -0.351  0.252
H10 0.462 3.588 0.836  0.235
O2 0.740 1.224 5.448  -0.656
C13 1.485 0.360 4.776  0.778
O3 2.402 -0.229 5.272  -0.547
C14 1.140 0.136 3.331  -0.248
C15 1.827 -0.723 2.484  0.193
Cl1 3.197 -1.663 2.766  0.164
N4 1.259 -0.677 1.255  -0.186
N5 0.221 0.184 1.281  -0.203
C16 0.146 0.678 2.511  0.072
C17 -0.916 1.698 2.739  0.761
O4 -1.123 2.182 3.836  -0.601
O5 -1.556 1.977 1.661  -0.702
C18 1.609 -1.391 0.057  0.167
C19 1.778 -2.766 0.096  -0.222
C20 2.086 -3.434 -1.079  -0.191
C21 2.211 -2.738 -2.274  -0.184
C22 2.051 -1.358 -2.294  -0.194
C23 1.758 -0.681 -1.121  -0.238
H11 0.012 1.611 4.901  0.507
H12 1.655 -3.312 1.021  0.239
H13 2.228 -4.505 -1.057  0.235
H14 2.440 -3.269 -3.188  0.235
H15 2.173 -0.808 -3.218  0.240
H16 1.695 0.397 -1.100  0.216

DFT (wB97M-V/def2-TZVPD) results for a molecular structure, C24H38AsN4OOsSSi2.

Output
⟨S²⟩ = 6.020
DFT total energy = -123407.190 eV
total charge = +1
multiplicity = 5

Last column: Mulliken spin population.
Element x y z (Å)
Os1 0.669 -0.519 0.208  2.708
O1 0.866 -0.580 2.155  0.153
C1 1.820 -0.299 3.046  0.019
C2 1.458 -0.172 4.388  0.018
C3 2.408 0.111 5.346  -0.010
C4 3.746 0.287 4.990  0.023
C5 4.107 0.173 3.666  -0.008
C6 3.159 -0.125 2.681  -0.005
C7 3.555 -0.269 1.290  0.008
N1 2.776 -0.242 0.204  -0.020
C8 3.599 -0.433 -0.899  0.013
C9 4.876 -0.550 -0.480  -0.001
N2 4.828 -0.444 0.892  0.011
H1 0.414 -0.298 4.645  0.000
H2 2.108 0.206 6.382  0.000
H3 4.490 0.519 5.739  0.001
H4 5.142 0.346 3.394  0.000
H5 3.211 -0.473 -1.899  0.007
H6 5.790 -0.708 -1.024  0.000
H7 5.614 -0.527 1.514  -0.001
C10 2.156 0.513 -4.137  0.006
Si1 0.957 1.018 -2.789  -0.013
C11 -0.605 1.719 -3.528  0.003
C12 1.723 2.334 -1.713  0.007
N3 0.484 -0.353 -1.759  0.215
C13 -0.294 -1.393 -2.284  0.014
C14 -0.363 -1.727 -3.639  -0.011
C15 -1.201 -2.737 -4.066  0.047
C16 -1.976 -3.436 -3.140  0.021
C17 -1.908 -3.127 -1.798  0.023
C18 -1.067 -2.101 -1.341  0.134
N4 -0.937 -1.686 -0.009  0.400
Si2 -1.933 -2.444 1.287  -0.018
C19 -1.688 -1.654 2.950  0.001
C20 -1.435 -4.234 1.409  0.000
C21 -3.733 -2.154 0.877  0.018
H8 2.982 1.226 -4.191  0.000
H9 1.667 0.504 -5.114  0.000
H10 2.578 -0.482 -3.981  0.000
H11 -0.380 2.533 -4.222  0.001
H12 -1.219 2.120 -2.720  -0.001
H13 -1.200 0.975 -4.058  -0.001
H14 1.836 3.242 -2.315  0.000
H15 2.710 2.074 -1.328  0.007
H16 1.084 2.565 -0.858  0.001
H17 0.254 -1.202 -4.357  -0.001
H18 -1.249 -2.989 -5.117  0.004
H19 -2.628 -4.233 -3.473  0.003
H20 -2.500 -3.697 -1.099  -0.004
H21 -0.759 -1.962 3.430  -0.002
H22 -2.523 -1.983 3.575  -0.001
H23 -1.707 -0.564 2.896  0.001
H24 -0.351 -4.298 1.545  0.002
H25 -1.695 -4.834 0.536  -0.001
H26 -1.906 -4.689 2.284  0.001
H27 -3.903 -1.077 0.784  -0.003
H28 -4.346 -2.514 1.707  0.001
H29 -4.094 -2.628 -0.035  0.000
C22 -1.350 4.420 -0.610  0.004
As1 -2.121 2.972 0.397  0.025
C23 -3.056 3.867 1.818  0.012
C24 -3.517 2.189 -0.668  0.001
S1 -0.766 1.608 1.272  0.186
H30 -2.134 5.152 -0.800  0.000
H31 -0.927 4.075 -1.548  -0.001
H32 -0.567 4.865 0.001  -0.001
H33 -3.730 4.608 1.392  0.000
H34 -2.330 4.352 2.467  0.000
H35 -3.619 3.135 2.391  0.001
H36 -4.270 2.951 -0.862  0.000
H37 -3.950 1.373 -0.092  0.001
H38 -3.126 1.802 -1.604  -0.001

DFT (wB97M-V/def2-TZVPD) results for a molecular structure, C18H12N5OsSe2Te2.

Output
DFT total energy = -174054.218 eV
total charge = +1

Last column: natural (NBO) charge in e.
Element x y z (Å)
Os1 -1.365 0.000 0.000  0.505
C1 -2.614 0.013 -4.166  -0.246
C2 -1.447 0.002 -4.929  -0.132
C3 -0.245 -0.008 -4.275  -0.212
C4 -0.190 -0.008 -2.869  0.373
N1 -1.325 -0.002 -2.136  -0.479
C5 -2.505 0.012 -2.803  0.051
N2 1.088 -0.010 -2.363  -0.484
C6 1.425 -0.005 -1.134  0.467
N3 0.609 0.000 0.000  -0.689
C7 1.425 0.006 1.134  0.483
N4 1.088 0.010 2.363  -0.482
C8 -0.190 0.008 2.869  0.373
C9 -0.245 0.006 4.275  -0.212
C10 -1.447 -0.003 4.929  -0.132
C11 -2.614 -0.013 4.166  -0.246
C12 -2.505 -0.011 2.803  0.051
N5 -1.325 0.002 2.136  -0.479
C13 2.826 0.004 0.693  -0.108
C14 4.002 0.007 1.420  -0.151
C15 5.188 0.003 0.698  -0.181
C16 5.188 -0.003 -0.698  -0.178
C17 4.002 -0.007 -1.420  -0.181
C18 2.826 -0.003 -0.693  -0.023
H1 -3.593 0.024 -4.622  0.239
H2 -1.487 0.003 -6.010  0.238
H3 0.700 -0.013 -4.796  0.248
H4 -3.391 0.024 -2.187  0.206
H5 0.700 0.011 4.796  0.248
H6 -1.487 -0.005 6.010  0.238
H7 -3.592 -0.024 4.622  0.239
H8 -3.391 -0.023 2.187  0.206
H9 3.988 0.012 2.501  0.238
H10 6.133 0.006 1.224  0.230
H11 6.133 -0.006 -1.223  0.230
H12 3.989 -0.012 -2.501  0.239
Se1 -2.845 -1.784 0.009  -0.001
Te1 -5.332 -1.296 0.060  0.260
Te2 -5.332 1.296 -0.060  0.260
Se2 -2.845 1.785 -0.009  -0.001

DFT (wB97M-V/def2-TZVPD) results for a gas-phase ion, C4H8N (charge +1) at a distorted geometry.

Output
DFT total energy = -5756.857 eV
total charge = +1
SMILES = C=[N+]1C[C@H]1C

Last column: natural (NBO) charge in e.
Element x y z (Å)
C1 1.850 -0.625 -0.068  0.143
N1 0.976 0.221 0.164  -0.222
C2 0.167 1.343 -0.097  -0.233
C3 -0.508 0.274 0.672  -0.022
C4 -1.289 -0.717 -0.143  -0.655
H1 1.716 -1.544 0.353  0.212
H2 2.726 -0.447 -0.664  0.232
H3 -0.185 1.415 -1.226  0.248
H4 0.471 2.246 0.339  0.263
H5 -1.241 0.576 1.749  0.319
H6 -0.782 -1.400 -0.694  0.228
H7 -1.945 -0.169 -0.859  0.244
H8 -1.957 -1.173 0.474  0.244

DFT (wB97M-V/def2-TZVPD) results for 7 unconnected molecules or ions with the total composition C62H80N8O2S at a distorted geometry.

Output
DFT total energy = -92437.168 eV
total charge = 0
SMILES = CCCCCCCN1c2c(CCCCCOCC)cccc2Sc2c(CCCO)c(CCN)cc(C)c21.c1ccncc1.c1ccncc1.c1ccncc1.c1ccncc1.c1ccncc1.c1ccncc1

Last column: Mulliken charge in e.
Element x y z (Å)
C1 -6.487 -1.352 3.852  -0.979
C2 -5.491 -2.203 4.743  -0.544
C3 -4.013 -1.599 4.766  -0.323
C4 -2.961 -2.618 4.152  -0.919
C5 -3.090 -2.731 2.566  -0.431
C6 -2.580 -1.386 1.865  0.084
C7 -2.606 -1.624 0.312  -1.230
N1 -1.369 -1.390 -0.457  2.158
C8 -0.636 -2.579 -0.835  -0.609
C9 -0.938 -3.270 -2.093  -0.074
C10 -1.987 -2.862 -3.198  -0.755
C11 -3.241 -2.033 -2.761  0.846
C12 -4.019 -1.625 -4.116  -0.867
C13 -4.664 -0.170 -3.960  -0.485
C14 -3.787 0.956 -4.653  -0.207
O1 -4.527 2.184 -4.559  -0.458
C15 -3.757 3.286 -4.069  0.068
C16 -4.280 3.793 -2.642  -0.848
C17 -0.105 -4.521 -2.363  -0.808
C18 0.927 -5.022 -1.480  -0.777
C19 1.232 -4.302 -0.239  -0.631
C20 0.454 -3.107 0.050  1.323
S1 0.839 -2.156 1.572  -0.171
C21 0.580 -0.443 0.969  -0.004
C22 1.391 0.696 1.395  0.263
C23 2.553 0.532 2.419  -1.271
C24 2.239 1.218 3.811  -0.372
C25 1.799 0.218 4.961  -0.523
O2 1.158 -0.952 4.428  -0.368
C26 1.121 2.063 0.859  1.269
C27 1.924 3.330 1.288  -0.387
C28 1.145 4.689 1.064  -0.936
N2 -0.116 4.760 1.871  -0.365
C29 0.046 2.247 -0.123  -0.394
C30 -0.770 1.043 -0.524  -0.139
C31 -1.908 1.262 -1.593  -0.188
C32 -0.549 -0.301 0.000  -1.945
H1 -6.261 -1.556 2.769  0.170
H2 -7.568 -1.553 4.086  0.352
H3 -6.301 -0.259 4.056  0.278
H4 -5.486 -3.296 4.474  0.319
H5 -5.872 -2.138 5.801  0.339
H6 -4.004 -0.645 4.160  0.145
H7 -3.756 -1.308 5.827  0.382
H8 -3.212 -3.629 4.584  0.436
H9 -1.919 -2.339 4.474  0.188
H10 -4.164 -2.962 2.310  0.256
H11 -2.419 -3.594 2.273  0.283
H12 -3.353 -0.614 2.144  0.305
H13 -1.593 -1.165 2.332  -0.155
H14 -2.924 -2.692 0.120  0.692
H15 -3.441 -0.990 -0.123  0.183
H16 -1.473 -2.327 -4.047  0.253
H17 -2.372 -3.826 -3.647  0.367
H18 -3.038 -1.069 -2.243  -0.663
H19 -3.980 -2.670 -2.192  0.184
H20 -4.766 -2.397 -4.423  0.422
H21 -3.225 -1.499 -4.912  0.300
H22 -4.728 0.131 -2.870  0.139
H23 -5.682 -0.109 -4.422  0.422
H24 -2.742 0.998 -4.254  0.079
H25 -3.741 0.696 -5.756  0.301
H26 -3.967 4.151 -4.770  0.388
H27 -2.647 3.139 -4.095  0.026
H28 -5.159 3.162 -2.344  0.263
H29 -4.658 4.853 -2.749  0.325
H30 -3.471 3.826 -1.869  0.108
H31 -0.270 -5.092 -3.317  0.315
H32 1.507 -5.938 -1.755  0.344
H33 2.053 -4.680 0.418  0.372
H34 2.854 -0.546 2.517  0.582
H35 3.440 1.079 1.982  0.387
H36 1.366 1.920 3.645  0.255
H37 3.089 1.886 4.134  0.401
H38 2.721 -0.035 5.558  -0.103
H39 1.094 0.752 5.646  0.270
H40 1.888 -1.534 4.144  0.304
H41 2.205 3.331 2.382  0.117
H42 2.903 3.449 0.735  0.286
H43 0.880 4.862 -0.019  0.253
H44 1.761 5.585 1.362  0.450
H45 -0.908 5.048 1.294  0.171
H46 -0.003 5.515 2.556  0.233
H47 -0.234 3.220 -0.586  0.122
H48 -2.912 1.230 -1.101  0.248
H49 -1.718 2.222 -2.152  0.102
H50 -1.757 0.443 -2.352  -0.224
C33 2.403 2.116 -3.976  -0.680
C34 1.791 1.184 -3.154  0.196
C35 1.920 -0.159 -3.482  -0.838
N3 2.599 -0.606 -4.547  -0.460
C36 3.179 0.316 -5.324  -0.321
C37 3.113 1.678 -5.084  -0.442
H51 2.328 3.174 -3.756  0.444
H52 1.223 1.476 -2.283  0.560
H53 1.460 -0.930 -2.870  0.762
H54 3.719 -0.074 -6.181  0.362
H55 3.603 2.380 -5.747  0.419
C38 2.260 -5.732 -7.462  -0.250
C39 1.259 -6.686 -7.376  -0.368
C40 0.004 -6.283 -6.949  -0.228
N4 -0.297 -5.025 -6.610  -0.438
C41 0.687 -4.119 -6.701  -0.116
C42 1.973 -4.420 -7.120  -0.428
H56 3.255 -6.007 -7.793  0.363
H57 1.447 -7.720 -7.634  0.362
H58 -0.813 -6.992 -6.867  0.355
H59 0.411 -3.108 -6.420  0.366
H60 2.728 -3.647 -7.178  0.388
C43 4.977 -2.722 8.979  -0.150
C44 5.590 -1.902 8.046  -0.751
C45 4.930 -1.660 6.851  -0.007
N5 3.735 -2.175 6.543  -0.135
C46 3.163 -2.965 7.460  -0.169
C47 3.737 -3.266 8.685  -0.599
H61 5.460 -2.935 9.926  0.363
H62 6.559 -1.460 8.239  0.367
H63 5.367 -1.023 6.089  0.319
H64 2.195 -3.369 7.182  0.377
H65 3.227 -3.910 9.389  0.375
C48 8.733 -1.900 2.614  -0.174
C49 7.722 -2.845 2.688  -0.665
C50 6.475 -2.436 3.131  -0.137
N6 6.188 -1.182 3.497  -0.132
C51 7.181 -0.289 3.419  -0.149
C52 8.461 -0.593 2.986  -0.608
H66 9.723 -2.179 2.271  0.354
H67 7.898 -3.875 2.407  0.377
H68 5.651 -3.139 3.203  0.407
H69 6.921 0.720 3.724  0.373
H70 9.225 0.172 2.941  0.382
C53 -1.406 4.281 -8.814  -0.219
C54 -1.083 3.207 -8.000  -0.599
C55 -0.340 3.452 -6.856  -0.112
N7 0.087 4.667 -6.491  -0.431
C56 -0.235 5.687 -7.294  -0.261
C57 -0.976 5.550 -8.457  -0.390
H71 -1.986 4.132 -9.717  0.380
H72 -1.400 2.203 -8.247  0.367
H73 -0.065 2.645 -6.184  0.535
H74 0.127 6.659 -6.975  0.372
H75 -1.209 6.412 -9.068  0.365
C58 -1.287 4.589 6.302  -0.260
C59 -1.358 5.848 6.877  -0.356
C60 -2.041 6.842 6.194  -0.208
N8 -2.634 6.659 5.009  -0.575
C61 -2.550 5.436 4.475  -0.343
C62 -1.895 4.373 5.076  -0.273
H76 -0.763 3.784 6.805  0.384
H77 -0.894 6.055 7.833  0.357
H78 -2.126 7.843 6.605  0.357
H79 -3.038 5.318 3.513  0.439
H80 -1.861 3.404 4.597  0.464

Q: Which of these has the lowest total charge?
A: C4H6NO3

Q: Which formula does entry 6 have?
A: C24H38AsN4OOsSSi2